DFT (wB97M-V/def2-TZVPD) results for 2 unconnected molecules or ions with the total composition C4H7N2 in a non-equilibrium geometry.

```
13
Properties=species:S:1:pos:R:3:forces:R:3
N -1.38928 0.95805 0.82385 -0.87 1.83 -1.11
N -0.55508 -0.11033 0.43954 0.98 -1.53 0.71
C 2.01058 0.95330 -2.41346 -0.47 -0.57 0.76
C 0.34173 -0.30636 -0.43637 1.66 0.17 -0.13
C -1.10204 -0.94715 1.57859 -0.33 -0.17 0.23
C -2.00885 0.31883 1.74299 1.82 -2.12 0.19
H -2.76103 0.65163 2.46026 0.24 0.02 -0.50
H -1.37407 -1.95217 1.30438 -1.32 -0.07 -0.82
H 1.03517 -1.22287 -0.38252 -1.67 1.11 0.03
H -0.38452 -1.26502 2.32755 0.49 1.22 0.52
H 2.45793 1.83110 -1.91151 -0.48 -0.68 -0.26
H 1.12289 1.07017 -3.04405 0.48 0.01 0.28
H 2.60656 0.02081 -2.48925 -0.55 0.78 0.10
```
Positions in Å, forces in eV/Å.

Computed properties:
HOMO level (alpha / beta), eV: -14.74 / -13.64
Gap between HOMO and LUMO (alpha / beta), eV: 9.499 / 6.934
ΔE to the lowest compared entry with this formula, charge and spin, kcal per mole: 194.69
Molecular weight, Da: 83.11
Total charge: +1

***

DFT (wB97M-V/def2-TZVPD) results for 8 unconnected molecules or ions with the total composition C40H78ClN2O15.

```
136
Properties=species:S:1:pos:R:3:forces:R:3
Cl 1.96478 0.30607 -1.41364 -0.01 -0.05 0.02
O -2.25185 -2.56707 0.01577 -0.03 0.07 -0.12
O -3.44230 -1.06271 -7.50137 0.02 -0.02 0.01
O -6.48120 4.46171 4.30982 0.00 -0.09 -0.04
O -1.41396 1.92048 3.97948 0.04 0.10 -0.05
O -11.14848 3.39461 -0.34010 0.02 -0.08 0.05
O -3.37020 1.90148 3.00249 0.03 0.01 0.02
O 8.11781 1.80883 0.32474 -0.07 -0.02 0.15
O -2.77317 0.09657 -5.76417 -0.08 -0.04 0.02
O 0.68696 -6.98968 -1.87555 -0.02 -0.02 -0.04
O -9.24306 3.99130 0.56319 -0.04 -0.07 0.05
O 2.04764 -5.81596 -3.12185 0.02 -0.03 0.01
O -7.43779 2.49232 4.34635 -0.06 0.09 -0.11
O 10.27966 3.11596 -2.84104 0.07 -0.06 -0.01
O 10.10392 2.80805 -5.00316 0.03 0.00 -0.01
O 9.61888 2.49272 1.76596 0.01 0.02 -0.01
N -1.04753 -2.17695 -0.11865 -0.04 -0.34 0.43
N 3.69371 -0.00213 1.32776 0.04 0.04 0.03
C 11.64533 4.45973 -1.31429 -0.01 0.00 0.00
C -3.20961 -1.05234 -6.32395 0.01 0.07 0.00
C -6.78551 3.47932 3.68323 0.10 0.03 0.14
C 0.04798 -8.21773 -1.49836 0.03 0.02 -0.02
C -0.07836 -3.10401 -0.73404 0.17 0.24 -0.06
C 0.97015 -2.20811 -1.40617 0.04 -0.11 -0.04
C 3.10945 -1.80814 -0.17935 0.13 -0.08 0.12
C -6.40031 3.28752 2.24356 0.00 0.11 -0.05
C -13.51179 3.77398 0.16604 0.00 0.01 -0.01
C -1.08576 -1.34601 2.20166 -0.01 0.23 -0.10
C 7.15868 2.79239 -1.68139 0.08 0.02 -0.05
C 12.33776 2.90080 -4.19536 -0.02 0.01 -0.03
C 0.49891 -4.07997 0.30516 -0.03 -0.07 -0.01
C 0.92863 -0.95492 0.81029 0.08 0.20 0.01
C 10.83457 2.91753 -4.05794 -0.06 0.05 0.07
C -1.24275 -0.29797 -3.89359 0.01 0.06 0.00
C -0.49004 2.46006 4.93589 0.01 -0.03 0.00
C -7.90841 1.31961 3.67513 0.03 -0.15 -0.02
C 1.71980 -1.24843 -0.47012 -0.09 0.07 -0.01
C 4.05640 -1.05816 0.72923 -0.16 0.03 -0.07
C 1.63718 -6.90747 -2.83019 0.00 0.05 0.11
C 7.89986 4.06759 1.31239 0.03 -0.01 0.00
C 11.03970 3.10815 -1.62161 -0.05 -0.02 0.01
C -10.86267 3.20943 2.11278 0.03 -0.04 -0.02
C -3.34612 -2.29395 -5.47291 0.03 0.00 -0.03
C 6.90237 1.99652 -0.42382 -0.05 0.02 -0.04
C -2.70090 2.31736 3.91325 -0.04 -0.14 0.01
C -12.44573 2.78817 -0.26010 0.02 0.03 0.00
C -0.57169 1.75128 6.27052 0.00 -0.01 -0.02
C -1.27235 0.23721 0.27784 -0.09 -0.01 -0.09
C 5.42653 -1.68058 0.86905 0.13 0.06 0.02
C -2.58217 0.23697 -4.34853 0.00 -0.03 -0.01
C 0.85487 -8.98597 -0.47495 0.00 0.01 0.01
C 2.18981 -8.16720 -3.44773 0.01 0.03 0.00
C -6.83369 0.26263 3.52824 0.06 0.07 0.03
C -3.28243 3.18153 5.00070 -0.07 0.03 -0.02
C 8.60193 2.73808 1.17362 -0.01 -0.04 -0.06
C -10.34670 3.54862 0.73450 0.00 0.10 -0.08
C -0.77373 -3.89675 -1.83065 0.08 -0.07 -0.07
C -0.60573 -1.06794 0.77177 0.02 -0.04 -0.13
H 0.68311 -3.61031 1.27086 0.04 0.03 -0.05
H 6.25758 2.87242 -2.28970 -0.04 -0.05 0.06
H -2.39757 -2.83223 -5.51592 -0.01 -0.01 0.01
H -13.34164 4.13775 1.17916 -0.01 0.00 0.00
H 7.49681 3.80229 -1.44588 -0.02 0.01 -0.03
H 1.81203 -9.31341 -0.88072 0.00 -0.01 0.00
H -6.43486 -0.00540 4.50702 0.01 -0.01 -0.01
H -1.96634 0.03072 -0.53787 0.02 -0.04 0.05
H 2.98107 -2.80866 0.25800 0.00 0.03 -0.06
H -12.41925 1.91291 0.38984 0.01 0.00 -0.01
H 1.18080 0.05352 1.13296 -0.01 -0.09 0.11
H -1.54109 1.89912 6.74542 0.01 0.00 0.01
H -2.57880 3.82834 5.51564 0.04 -0.02 -0.03
H 5.51088 -2.19980 1.82682 -0.05 0.01 -0.03
H -4.10952 -2.91924 -5.92669 0.01 -0.01 0.01
H -2.64822 1.30991 -4.17779 0.03 0.00 0.00
H 1.31857 -1.60921 1.59482 -0.03 -0.05 -0.08
H -10.00103 2.95028 2.72042 -0.06 0.05 0.07
H -0.43166 0.19825 -4.42632 0.00 -0.01 0.00
H 6.13027 2.44283 0.20364 0.01 -0.02 0.01
H 12.86994 2.53888 -3.32113 0.01 -0.02 0.00
H 3.62642 -1.97124 -1.13117 -0.05 0.00 0.02
H 2.54315 -7.92000 -4.44450 0.00 -0.01 0.00
H 6.82699 4.03745 1.14965 -0.01 0.00 0.02
H -0.86144 -0.44943 2.78316 -0.04 -0.12 0.15
H 12.38037 4.75388 -2.06356 0.00 0.00 0.00
H -11.32214 4.10067 2.54174 0.01 0.01 -0.02
H -8.71775 0.95645 4.30857 0.00 0.00 -0.01
H -3.58326 -2.11126 -4.42896 -0.02 -0.01 0.00
H 1.43431 -4.51125 -0.05921 -0.07 -0.03 -0.05
H -3.40689 -0.22796 -3.80689 0.00 0.02 0.00
H -6.36214 4.26963 1.78082 0.00 -0.01 0.00
H -0.02544 -4.53099 -2.30835 -0.07 0.01 -0.02
H 6.57796 0.98426 -0.65999 0.01 0.02 -0.04
H -5.39662 2.85617 2.23485 -0.02 -0.04 -0.01
H -14.49129 3.29468 0.13787 0.00 0.00 0.00
H -1.85328 0.68838 1.08374 0.07 0.10 -0.05
H 0.19751 2.13680 6.94106 0.00 -0.01 0.00
H -7.06936 2.65704 1.66791 0.01 0.01 -0.01
H -0.17175 -8.81978 -2.38044 -0.01 0.01 0.00
H 0.30147 -9.87002 -0.15579 0.00 0.00 0.00
H 1.68241 -2.83699 -1.94883 -0.04 0.02 0.01
H -1.20852 -3.23031 -2.57856 -0.01 -0.01 0.06
H -0.90402 -7.89676 -1.07871 0.00 -0.02 0.01
H 1.48884 -8.99499 -3.49289 -0.01 0.00 -0.02
H 7.93557 2.31289 -2.27489 -0.02 0.04 -0.04
H 3.04920 -8.47989 -2.85216 -0.01 -0.01 -0.01
H -1.11592 -0.10784 -2.82632 0.00 0.00 0.00
H 8.33302 4.75115 0.57984 -0.01 0.00 0.00
H 12.66455 3.92279 -4.39464 0.01 -0.01 0.01
H -0.40960 0.68162 6.13789 -0.01 0.00 0.01
H -4.08265 3.77848 4.57173 -0.03 0.02 0.02
H -1.56326 -4.52234 -1.41849 0.00 0.05 0.00
H -0.63293 3.53628 5.03550 0.00 0.00 -0.01
H 12.14113 4.42676 -0.34339 -0.01 0.00 0.00
H 4.45339 0.37468 1.89758 0.02 -0.06 -0.03
H 0.48351 2.30089 4.47484 0.01 0.00 0.02
H -7.25422 -0.63286 3.06853 -0.01 0.00 0.01
H 0.43368 -1.62014 -2.14882 0.04 -0.01 0.00
H 12.58323 2.29405 -5.06209 0.01 0.01 0.00
H 10.86716 5.22265 -1.27906 0.01 0.01 -0.01
H 10.31391 2.82630 -0.86024 0.07 0.00 -0.01
H 5.64779 -2.40010 0.08048 -0.05 0.03 0.00
H -11.58986 2.40289 2.14037 0.00 -0.01 0.01
H -6.00988 0.61307 2.90607 0.00 -0.01 0.02
H 6.18864 -0.89886 0.84854 0.02 -0.06 0.04
H 8.11995 4.45300 2.30367 0.00 0.01 -0.01
H -13.52530 4.62807 -0.51033 0.00 0.00 0.01
H -12.63036 2.43445 -1.27286 -0.03 0.01 0.01
H -0.53203 0.95561 -0.07585 -0.04 -0.02 0.01
H 11.79185 2.31940 -1.64633 -0.01 0.00 0.00
H -2.16307 -1.50279 2.20199 0.03 0.02 0.03
H -8.33528 1.58217 2.70688 -0.01 -0.02 0.01
H -0.20427 -4.89978 0.46357 0.00 0.06 0.04
H -1.16218 -1.37195 -4.06360 0.01 0.01 0.02
H 1.04351 -8.36298 0.39910 0.01 -0.01 0.00
H -3.73202 2.51179 5.73701 -0.01 0.03 0.01
H -0.59113 -2.20733 2.65561 -0.01 -0.02 -0.08
```
Positions in Å, forces in eV/Å.

Computed properties:
2S+1: 2
HOMO level (alpha / beta), eV: -7.58 / -9.14
Gap between HOMO and LUMO (alpha / beta), eV: 8.043 / 9.602
Molecular weight, Da: 862.52

***

DFT (wB97M-V/def2-TZVPD) results for 7 unconnected molecules or ions with the total composition C2H16BrO6.

```
25
Properties=species:S:1:pos:R:3:forces:R:3
Br 16.68208 23.81541 12.27042 0.04 0.04 -0.04
O 19.45176 24.19117 14.15207 0.04 0.17 -0.05
O 15.49691 20.61326 12.62835 0.05 -0.08 -0.11
O 20.20431 24.47321 7.55120 0.10 -0.07 0.05
O 16.34448 26.09061 14.84414 -0.01 -0.05 0.22
O 15.65509 26.61455 10.54826 0.13 0.06 -0.02
O 13.29946 24.59134 12.26081 -0.03 0.02 0.15
C 18.41007 23.40206 8.69902 -0.58 0.22 0.47
C 19.89022 23.68278 8.71633 0.18 0.19 -0.40
H 13.16070 25.48150 12.59572 0.02 0.04 -0.06
H 16.11688 26.57494 9.70661 -0.01 -0.03 -0.02
H 17.94452 23.96590 7.89023 0.03 -0.21 -0.15
H 16.10838 25.27162 14.38376 0.03 0.06 -0.21
H 14.76370 20.72411 12.01685 -0.04 0.04 0.03
H 14.25963 24.46485 12.33839 0.00 -0.15 -0.12
H 17.92316 23.73922 9.61860 0.10 -0.12 -0.02
H 20.44510 22.74298 8.66607 0.16 0.05 0.18
H 21.15889 24.58222 7.50551 -0.04 0.01 0.05
H 18.20155 22.33851 8.61154 -0.12 0.00 -0.23
H 18.76388 24.14786 13.46061 -0.11 -0.15 0.13
H 20.16378 24.23731 9.61533 0.14 -0.08 0.05
H 16.04215 25.88156 11.05893 -0.11 -0.02 0.04
H 17.27936 25.95431 15.02746 0.03 -0.02 -0.02
H 19.88213 25.03761 14.00364 0.02 0.00 -0.04
H 15.98689 21.44797 12.53373 -0.03 0.05 0.11
```
Positions in Å, forces in eV/Å.

Computed properties:
HOMO level, eV: -5.82
Gap between HOMO and LUMO, eV: 8.730
ΔE to the lowest compared entry with this formula, charge and spin, kcal per mole: 9.17
Molecular weight, Da: 216.05
Total charge: -1